(1)
Density functional theory data (ωB97M-V/def2-TZVPD) for a cluster of 3 separate species, C3H12NO2 in total in a non-equilibrium geometry.

```
18
C3H12NO2 | the Open Molecules 2025 dataset | ωB97M-V/def2-TZVPD
C -0.02748 -0.95863 -1.01587
C -1.29249 -0.43969 -0.46649
C -2.26722 -0.01887 -1.28716
N -1.28053 -0.40146 0.99670
H 0.62952 -0.11116 -1.13649
H 0.50206 -1.54303 -0.28316
H -0.11942 -1.44050 -1.98425
H -2.99328 0.78988 -1.03205
H -2.23567 -0.37391 -2.32900
H -1.10701 -1.29409 1.41582
H -2.13667 -0.02230 1.41908
H -0.42514 0.15502 1.34246
H 1.51750 1.05795 1.26557
H 1.02273 2.03577 2.26320
O 0.83489 1.29586 1.77932
H 2.73301 0.55240 -0.97810
H 3.80156 0.35337 0.09789
O 2.84366 0.36339 -0.06747
```

Output
- HOMO-LUMO gap (eV) = 10.9
- E_LUMO (eV) = -3.14
- net charge = +1
- strongest force on any atom (eV/Å) = 5.7
- ΔE to the lowest compared entry with this formula, charge and spin (eV) = 1.4449

---

(2)
Density functional theory data (ωB97M-V/def2-TZVPD) for a cluster of 3 separate species, C3H12NO2 in total in a non-equilibrium geometry.

```
18
C3H12NO2 | the Open Molecules 2025 dataset | ωB97M-V/def2-TZVPD
C -2.15120 -1.97116 -0.12674
C -1.10829 -0.94224 -0.42043
C -0.02166 -0.67864 0.24455
N 0.59676 0.56213 -0.10094
H -1.78262 -3.04503 -0.31021
H -3.05988 -1.90388 -0.74172
H -2.61737 -1.96448 0.78556
H -1.66193 -0.14718 -1.07496
H 0.33800 -1.08296 1.22658
H 0.43692 1.17424 0.76545
H 0.16463 1.00255 -0.88037
H 1.62897 0.47957 -0.10497
H -0.76123 2.55079 2.33901
H -1.57297 1.17921 2.18168
O -0.93547 1.81256 1.77314
H 3.83008 -0.05837 -1.82506
H 3.55611 1.24487 -1.55148
O 3.06182 0.46093 -1.55904
```

Output
- HOMO-LUMO gap (alpha / beta) (eV) = 9.7 / 5.1
- E_LUMO (alpha / beta) (eV) = -9.70 / -14.20
- spin multiplicity = 2
- net charge = +2
- strongest force on any atom (eV/Å) = 9.5
- ΔE to the lowest compared entry with this formula, charge and spin (eV) = 2.0124

---

Question: What is the ΔE to the lowest compared entry with this formula, charge and spin in the first record?
Answer: 1.4449 eV

---

Question: Which value of ΔE to the lowest compared entry with this formula, charge and spin does entry 1 give?
Answer: 1.4449 eV

---

Question: Which of these has the highest strongest force on any atom?
Answer: number 2

---

Question: What is the strongest force on any atom in the second record?
Answer: 9.5 eV/Å